Entry 1:
Below is 5 unconnected molecules or ions with the total composition C40H78Br2N4O18P4 at a distorted geometry, with properties calculated with wB97M-V/def2-TZVPD.

Last column: Löwdin charge in e.
Atoms and positions in Å:
C  1.705  -5.868  12.905  -0.0915
C  2.935  -5.012  12.655  -0.7078
Br  4.644  -5.839  12.938  0.7068
C  2.836  -3.747  12.257  -0.6920
Br  4.436  -2.692  11.952  0.6975
N  1.615  -3.096  12.000  0.0094
C  0.642  -2.976  13.013  -0.3447
O  0.787  -2.640  14.155  0.1559
C  -0.642  -3.379  12.270  -0.0754
C  -1.892  -3.666  12.765  -0.0025
C  -2.859  -4.040  11.834  -0.0571
C  -2.605  -4.118  10.474  -0.0100
C  -1.330  -3.827  9.975  -0.1632
C  -0.951  -3.918  8.510  -0.1251
C  -0.654  -5.367  8.036  -0.1692
C  0.177  -6.213  9.031  -0.1646
C  1.437  -6.887  8.409  -0.2066
N  2.115  -6.048  7.408  0.0264
C  3.466  -5.735  7.711  -0.5111
N  3.887  -4.605  7.302  0.1365
N  4.313  -6.644  8.390  0.1024
C  -0.365  -3.450  10.891  -0.0441
C  1.099  -3.051  10.678  -0.3161
O  1.689  -2.731  9.685  0.1495
H  0.932  -5.740  12.137  0.0705
H  1.986  -6.921  13.010  0.0686
H  1.276  -5.562  13.873  0.0936
H  -2.095  -3.637  13.832  0.1250
H  -3.873  -4.292  12.149  0.1107
H  -3.357  -4.434  9.751  0.1231
H  -0.064  -3.304  8.309  0.1054
H  -1.750  -3.483  7.888  0.1204
H  -1.636  -5.865  7.938  0.1042
H  -0.240  -5.372  7.019  0.0944
H  0.516  -5.659  9.916  0.0792
H  -0.460  -7.039  9.384  0.1114
H  1.079  -7.795  7.891  0.1142
H  2.076  -7.218  9.235  0.1008
H  2.030  -6.476  6.495  0.1240
H  4.874  -4.486  7.528  0.0557
H  5.183  -6.224  8.679  0.0798
H  4.440  -7.521  7.902  0.0919
O  1.257  -5.166  2.959  -0.2306
P  0.391  -4.074  2.401  0.6267
O  1.204  -3.699  1.012  -0.2057
C  1.592  -4.694  0.078  -0.2896
C  0.548  -4.819  -1.022  -0.0757
O  0.958  -2.870  3.354  -0.2218
C  1.520  -3.143  4.643  -0.2868
C  3.031  -3.130  4.578  -0.0823
O  -0.786  -2.967  1.956  -0.1927
C  -1.907  -3.391  1.197  -0.3017
C  -2.520  -4.686  1.688  -0.0872
H  1.758  -5.662  0.555  0.1052
H  2.544  -4.374  -0.349  0.1186
H  -0.373  -5.260  -0.628  0.0625
H  0.907  -5.459  -1.830  0.0783
H  0.292  -3.841  -1.431  0.0701
H  1.147  -4.086  5.042  0.0848
H  1.177  -2.354  5.315  0.1164
H  3.405  -3.843  3.841  0.0731
H  3.453  -3.378  5.554  0.0288
H  3.388  -2.144  4.271  0.0757
H  -1.619  -3.462  0.144  0.0968
H  -2.658  -2.601  1.268  0.1206
H  -1.829  -5.528  1.550  0.0692
H  -3.436  -4.912  1.141  0.0835
H  -2.752  -4.624  2.753  0.0850
O  0.120  1.327  -5.397  -0.2285
P  -1.085  0.534  -4.987  0.6225
O  -0.367  -0.598  -4.021  -0.1977
C  0.553  -0.222  -2.998  -0.2773
C  -0.142  -0.103  -1.656  -0.0691
O  -1.254  -0.359  -6.349  -0.2118
C  -0.791  0.123  -7.610  -0.2932
C  0.545  -0.502  -7.953  -0.0706
O  -2.583  -0.062  -4.559  -0.1846
C  -3.284  0.492  -3.441  -0.2744
C  -3.223  2.002  -3.381  -0.0816
H  1.069  0.709  -3.241  0.0943
H  1.308  -1.009  -2.948  0.1203
H  -0.812  0.763  -1.645  0.0638
H  0.583  0.023  -0.850  0.0844
H  -0.749  -0.987  -1.452  0.0702
H  -0.736  1.213  -7.620  0.0896
H  -1.534  -0.166  -8.357  0.1166
H  1.283  -0.310  -7.174  0.0727
H  0.926  -0.112  -8.899  0.0775
H  0.445  -1.585  -8.035  0.0782
H  -2.905  0.045  -2.519  0.1033
H  -4.325  0.179  -3.541  0.1222
H  -2.199  2.351  -3.192  0.0771
H  -3.858  2.383  -2.580  0.0894
H  -3.549  2.439  -4.325  0.0544
O  -5.773  5.939  -7.613  -0.2292
P  -4.430  5.718  -8.227  0.5847
O  -3.729  7.203  -8.129  -0.1941
C  -3.784  7.963  -6.925  -0.2853
C  -2.532  7.759  -6.092  -0.0725
O  -4.828  5.688  -9.810  -0.2122
C  -6.153  5.366  -10.233  -0.2938
C  -6.918  6.629  -10.569  -0.0768
O  -3.012  4.978  -8.661  -0.1785
C  -2.157  4.439  -7.647  -0.2668
C  -2.911  3.694  -6.567  -0.0918
H  -4.673  7.723  -6.339  0.1058
H  -3.860  9.012  -7.218  0.1189
H  -2.502  6.745  -5.682  0.0658
H  -2.503  8.459  -5.256  0.0818
H  -1.637  7.894  -6.700  0.0616
H  -6.674  4.772  -9.483  0.1027
H  -6.062  4.744  -11.127  0.1151
H  -6.942  7.314  -9.721  0.0738
H  -7.945  6.397  -10.859  0.0759
H  -6.433  7.158  -11.390  0.0763
H  -1.546  5.239  -7.222  0.1015
H  -1.474  3.752  -8.148  0.1174
H  -3.545  4.373  -5.982  0.0740
H  -2.216  3.211  -5.881  0.0540
H  -3.564  2.933  -7.002  0.0980
O  4.454  4.507  -6.260  -0.2274
P  3.214  5.244  -5.874  0.5862
O  3.767  6.352  -4.788  -0.1958
C  4.936  7.120  -5.054  -0.2900
C  4.579  8.471  -5.645  -0.0801
O  2.524  4.165  -4.868  -0.2064
C  2.835  2.771  -4.947  -0.2906
C  3.836  2.395  -3.873  -0.0738
O  1.722  5.966  -5.980  -0.1871
C  1.489  6.968  -6.974  -0.2825
C  2.074  6.615  -8.326  -0.0813
H  5.625  6.588  -5.712  0.1054
H  5.443  7.263  -4.098  0.1183
H  4.186  8.357  -6.660  0.0603
H  5.457  9.117  -5.697  0.0775
H  3.811  8.965  -5.049  0.0802
H  3.197  2.502  -5.940  0.1080
H  1.902  2.229  -4.792  0.0649
H  4.744  2.994  -3.947  0.0724
H  4.107  1.340  -3.947  0.0760
H  3.414  2.580  -2.882  0.0749
H  1.868  7.930  -6.618  0.1064
H  0.406  7.069  -7.067  0.0921
H  3.170  6.591  -8.289  0.0696
H  1.780  7.349  -9.077  0.0861
H  1.736  5.628  -8.647  0.0855

The value obtained for the orbital gap is 8.3 eV. Its HOMO energy is -9.13 eV. Its SMILES is [H]/N=C(\N)NCCCCc1cccc2c1C(=O)N(/C(Br)=C(\C)Br)C2=O.CCOP(=O)(OCC)OCC.CCOP(=O)(OCC)OCC.CCOP(=O)(OCC)OCC.CCOP(=O)(OCC)OCC. The molar mass comes out at 1186.8 g/mol. The calculated total energy comes out at -262801.688 eV. The value obtained for the LUMO energy is -0.84 eV. The spin multiplicity is 1.



Entry 2:
Below is 6 unconnected molecules or ions with the total composition C15H24NO18S at a distorted geometry, with properties calculated with wB97M-V/def2-TZVPD.

Last column: Löwdin charge in e.
Atoms and positions in Å:
N  1.899  -1.036  0.951  -0.6342
O  2.363  -1.227  2.088  -0.0474
O  2.244  0.012  0.374  -0.0573
O  1.265  -1.906  0.375  -0.0511
O  -2.597  2.910  0.749  -0.3118
S  -2.460  3.693  1.952  0.6139
O  -3.439  3.657  2.970  -0.2822
O  -0.999  3.211  2.703  -0.2620
C  -0.724  1.867  2.394  -0.3251
C  0.408  1.511  3.345  -0.0613
C  -2.210  5.394  1.430  -0.1139
H  -0.360  1.832  1.326  0.1269
H  -1.630  1.238  2.480  0.1214
H  0.123  1.579  4.380  0.0709
H  1.494  1.979  3.045  0.1530
H  0.558  0.515  3.172  0.0073
H  -3.159  5.726  0.742  0.1476
H  -1.200  5.187  0.944  0.0892
H  -2.141  5.946  2.293  0.0147
C  2.054  2.596  -1.616  -0.2405
C  2.805  2.992  -2.780  -0.0673
O  2.038  4.198  -3.123  0.1369
C  1.098  4.363  -2.314  -0.6007
O  0.372  5.381  -2.401  0.0737
O  0.998  3.378  -1.396  0.0959
H  2.751  2.531  -0.675  0.1813
H  1.536  1.703  -1.981  0.1328
H  2.906  2.134  -3.489  0.1498
H  3.777  3.225  -2.469  0.1107
C  -1.812  -0.707  -0.840  -0.0954
C  -2.587  -1.558  0.228  -0.1143
O  -3.309  -2.462  -0.495  0.1124
C  -3.152  -2.225  -1.801  -0.5334
O  -3.927  -2.713  -2.647  0.0946
O  -2.234  -1.307  -1.996  0.0466
H  -0.736  -1.002  -0.723  0.1198
H  -2.243  0.322  -0.881  0.1550
H  -3.087  -0.883  0.552  0.0177
H  -1.913  -1.934  1.088  0.1666
C  0.798  -4.384  2.611  -0.1657
C  0.033  -3.197  3.106  -0.2271
O  -1.166  -3.689  3.270  0.0743
C  -1.231  -5.016  3.185  -0.5439
O  -2.192  -5.722  3.340  0.1459
O  0.003  -5.460  2.890  0.0825
H  1.910  -4.399  3.047  0.1840
H  0.835  -4.223  1.554  0.1078
H  0.180  -2.363  2.514  0.0692
H  0.297  -3.003  4.214  0.1663
C  1.060  -2.733  -3.806  -0.0787
C  1.140  -1.318  -3.093  -0.1249
O  2.179  -0.712  -3.787  0.0485
C  2.805  -1.546  -4.658  -0.4971
O  3.805  -1.190  -5.329  0.0839
O  2.142  -2.701  -4.720  0.0849
H  0.113  -2.685  -4.200  0.0912
H  1.032  -3.546  -3.079  0.1365
H  1.405  -1.378  -2.099  0.0584
H  0.055  -0.827  -2.887  0.1632

The value obtained for the orbital gap is 8.5 eV. Its charge is -1. Its HOMO energy is -6.30 eV. The molar mass comes out at 538.4 g/mol. The calculated total energy comes out at -65117.247 eV. The value obtained for the LUMO energy is 2.19 eV. The spin multiplicity is 1.